1.
ORCA calculation (ωB97M-V/def2-TZVPD) on C24H25BN9O4PtS as an isolated structure.

The geometry in XYZ format:
```
65
C24H25BN9O4PtS, DFT ωB97M-V/def2-TZVPD
Pt 0.03977 0.18690 -0.06957
C -0.88018 -0.63971 4.12798
C -1.14784 -0.72683 2.76475
N -0.16433 -0.17112 2.07187
N 0.74689 0.30419 2.95192
C 0.32960 0.01393 4.19925
B 1.99116 1.01578 2.36511
N 2.64665 -0.08262 1.38620
C 3.73154 -0.81711 1.54767
C 3.83150 -1.73557 0.43939
C 2.74172 -1.48114 -0.31950
N 2.00617 -0.47296 0.26679
N 1.56932 2.22043 1.51107
C 1.91623 3.50924 1.69360
C 1.23880 4.28044 0.77782
C 0.47307 3.37513 0.04594
N 0.67826 2.14007 0.49241
N 3.04290 1.43393 3.34489
C 3.03316 1.80885 4.65387
C 4.28690 2.24729 4.97851
C 5.02566 2.11165 3.78821
N 4.28503 1.63459 2.81015
H -1.47555 -1.00131 4.94634
H -1.99215 -1.16293 2.25739
H 0.91624 0.26258 5.06369
H 4.36833 -0.69517 2.40769
H 4.60444 -2.46845 0.28922
H 2.38804 -1.93361 -1.22859
H 2.62079 3.78435 2.45951
H 1.28844 5.34725 0.65818
H -0.22456 3.55906 -0.75155
H 2.14114 1.80158 5.25391
H 4.61995 2.62210 5.92970
H 6.06293 2.34327 3.60888
O -2.48371 2.74951 -0.99555
C -2.16182 1.91260 -1.80192
O -1.72789 0.70711 -1.48613
C -2.23736 2.16454 -3.27974
C -2.82424 3.30025 -3.77720
C -2.85121 3.51460 -5.16031
C -2.28158 2.59627 -6.04816
C -1.69335 1.44971 -5.57312
C -1.67714 1.21149 -4.17295
S -1.01986 -0.19901 -3.54410
H -3.25281 4.01684 -3.08935
H -3.31637 4.41062 -5.54897
H -2.30615 2.79072 -7.11117
H -1.24969 0.72760 -6.24479
O 0.42563 -3.26682 0.44605
C -0.54973 -2.83142 -0.12147
O -0.62902 -1.72053 -0.78926
C -1.84967 -3.65476 -0.11443
N -2.90717 -2.87421 -0.87336
C -3.33941 -3.69866 -2.06250
C -2.14983 -4.61140 -2.30169
C -1.71377 -4.97313 -0.88259
H -2.16901 -3.79484 0.91642
H -2.40178 -2.01606 -1.16664
H -3.69447 -2.59588 -0.29283
H -3.59951 -3.03028 -2.87932
H -4.22071 -4.26454 -1.76581
H -1.35776 -4.08209 -2.83490
H -2.43171 -5.48076 -2.89061
H -0.69316 -5.34156 -0.81402
H -2.37576 -5.73004 -0.46231
```

Computed properties:
HOMO (spin up / spin down)   -13.37 / -13.95 eV
Charge   +2
Calculated total energy   -61636.7381 eV
<S²>   8.808
Orbital gap (spin up / spin down)   8.42 / 4.75 eV
Molecular weight   741.48 g/mol
Spin multiplicity   6
Max |F|   0.598 eV/Å
E_LUMO (spin up / spin down)   -4.9 / -9.2 eV
Relative energy (zero: lowest compared OMol25 entry of this formula, charge and spin)   65.12 kJ/mol

natural (NBO) population analysis, charges in e, atoms 1 to 8:
1 Pt 1.345
2 C -0.318
3 C 0.001
4 N -0.337
5 N -0.343
6 C 0.023
7 B 0.936
8 N -0.325


2.
ORCA calculation (ωB97M-V/def2-TZVPD) on C24H25BrFeN6O2 as an isolated structure at a distorted geometry.

The geometry in XYZ format:
```
59
C24H25BrFeN6O2, DFT ωB97M-V/def2-TZVPD
Fe -0.79356 -0.03743 -0.69188
Br -2.10163 3.85293 -5.58428
C -1.77577 2.83312 -4.00719
C -2.43991 3.17520 -2.84797
C -2.24681 2.32631 -1.63640
C -1.96731 0.88889 -2.03804
O -2.51069 -0.14761 -1.67650
C -0.61458 1.05326 -2.80152
C 0.11731 -0.23679 -2.84038
N 0.76347 -0.56002 -1.77354
C 1.30622 -1.80891 -1.53622
C 2.48562 -2.29965 -2.05064
C 2.91180 -3.58076 -1.68204
C 2.16631 -4.37386 -0.84406
C 0.92904 -3.91959 -0.33912
C 0.04221 -4.68548 0.44621
C -1.17017 -4.15078 0.81076
C -1.47530 -2.83335 0.44953
N -0.64840 -2.07464 -0.23494
C 0.51584 -2.60494 -0.66526
C -0.91323 1.75502 -4.08373
H -3.10482 4.01913 -2.80237
H -3.03879 2.44419 -0.89635
H 0.04408 -0.89103 -3.70879
H 3.07442 -1.69481 -2.72438
H 3.84204 -3.94805 -2.08615
H 2.50657 -5.36223 -0.57631
H 0.31955 -5.68747 0.73504
H -1.88544 -4.72560 1.37394
H -2.41826 -2.38111 0.72046
H -0.49048 1.41433 -5.01397
C 1.29156 2.65226 -1.94825
C 0.01155 1.93173 -1.72849
O -0.98109 2.57762 -0.99246
H 1.12478 3.57474 -2.51511
H 1.97494 2.02819 -2.51471
H 1.74233 2.92719 -0.99771
C 0.85535 1.53857 1.42832
N -0.13987 0.44243 1.36542
C 0.40806 -0.68843 2.15844
N 0.69557 -0.30910 3.51991
C 1.66357 0.78016 3.51560
N 1.14461 1.93027 2.78891
C -0.09205 2.36764 3.42458
N -1.08562 1.29859 3.42552
C -1.36134 0.91424 2.05820
C -0.53867 0.15413 4.14310
H 0.45012 2.39773 0.89211
H 1.77229 1.19330 0.94279
H 1.32430 -1.03824 1.67243
H -0.32658 -1.49712 2.17513
H 2.58341 0.43697 3.03665
H 1.88038 1.07026 4.54378
H -0.49062 3.22684 2.88010
H 0.11937 2.66245 4.45363
H -1.75253 1.78157 1.51834
H -2.10112 0.10706 2.05025
H -1.26965 -0.65836 4.13407
H -0.33240 0.43904 5.17556
```

Computed properties:
HOMO (spin up / spin down)   -10.09 / -10.50 eV
Charge   +1
Calculated total energy   -142748.6019 eV
<S²>   8.965
Orbital gap (spin up / spin down)   6.76 / 6.46 eV
Molecular weight   565.25 g/mol
Spin multiplicity   6
Max |F|   3.415 eV/Å
E_LUMO (spin up / spin down)   -3.3 / -4.0 eV

natural (NBO) population analysis, charges in e, atoms 1 to 8:
1 Fe 1.172
2 Br 0.107
3 C -0.112
4 C -0.200
5 C -0.039
6 C 0.404
7 O -0.575
8 C -0.361


3.
ORCA calculation (ωB97M-V/def2-TZVPD) on C24H25Cl2MoN4O2S2 as an isolated structure.

The geometry in XYZ format:
```
60
C24H25Cl2MoN4O2S2, DFT ωB97M-V/def2-TZVPD
Mo 0.32727 -0.28317 0.01661
C -0.53588 2.79238 -0.04632
N -0.43949 1.75466 0.98526
C -1.76710 1.52853 1.59561
C -2.50271 0.29486 1.15867
C -3.87194 0.23997 1.37462
C -4.55892 -0.92961 1.10741
C -3.84725 -2.01945 0.63610
C -2.49035 -1.88722 0.42438
N -1.82003 -0.74975 0.66452
C 0.54517 2.06290 2.03449
C 0.69050 0.83747 2.89563
C 1.02688 0.90493 4.23826
C 1.08204 -0.26656 4.97415
C 0.78413 -1.47137 4.35139
C 0.48043 -1.46411 3.00712
N 0.43649 -0.33220 2.29448
C -1.18249 2.20988 -1.27327
C -1.85704 3.00254 -2.18822
C -2.36457 2.41859 -3.33612
C -2.18683 1.05732 -3.53324
C -1.51331 0.32972 -2.57241
N -1.02884 0.89457 -1.46093
H -1.10511 3.65590 0.31504
H 0.46933 3.12425 -0.30286
H -1.64846 1.44775 2.67949
H -2.40667 2.39886 1.42636
H -4.38604 1.11100 1.75742
H -5.62600 -0.99022 1.27055
H -4.32742 -2.96269 0.42271
H -1.90619 -2.71433 0.04985
H 1.49109 2.31207 1.55375
H 0.22357 2.91215 2.64874
H 1.23537 1.86408 4.69136
H 1.34530 -0.24069 6.02253
H 0.80550 -2.40555 4.89188
H 0.29087 -2.37423 2.45360
H -1.96810 4.06240 -2.00406
H -2.88737 3.01797 -4.06892
H -2.55779 0.56219 -4.41820
H -1.32958 -0.73200 -2.68058
C 4.24532 -2.61811 -0.98871
C 2.80519 -2.27470 -0.73115
S 2.46719 -1.17977 0.59261
C 1.79734 -2.81693 -1.43341
C 2.00956 -3.80886 -2.53954
S 0.15550 -2.39956 -1.00802
H 4.90929 -2.06046 -0.33147
H 4.51806 -2.38390 -2.02013
H 4.42702 -3.68390 -0.83466
H 2.50203 -4.71255 -2.17509
H 2.64112 -3.38075 -3.32063
H 1.06467 -4.09732 -2.99590
Cl 3.58289 0.57886 -3.79095
C 2.87074 1.76515 -2.70882
Cl 1.72721 2.83674 -3.56109
C 2.06646 1.12140 -1.58876
O 1.40080 0.07996 -1.84505
O 2.03584 1.67111 -0.47977
H 3.65532 2.38978 -2.29633
```

Computed properties:
HOMO (spin up / spin down)   -9.21 / -9.92 eV
Charge   +1
Calculated total energy   -83917.7494 eV
<S²>   2.017
Orbital gap (spin up / spin down)   6.34 / 6.72 eV
Molecular weight   632.47 g/mol
Spin multiplicity   3
Max |F|   0.370 eV/Å
E_LUMO (spin up / spin down)   -2.9 / -3.2 eV
Relative energy (zero: lowest compared OMol25 entry of this formula, charge and spin)   56.06 kJ/mol

natural (NBO) population analysis, charges in e, atoms 1 to 8:
1 Mo 0.817
2 C -0.271
3 N -0.415
4 C -0.264
5 C 0.240
6 C -0.239
7 C -0.116
8 C -0.241


4.
ORCA calculation (ωB97M-V/def2-TZVPD) on C24H25ClN6O4SV as an isolated structure.

The geometry in XYZ format:
```
62
C24H25ClN6O4SV, DFT ωB97M-V/def2-TZVPD
V -0.59697 -0.73200 -0.53423
O -3.13865 -3.52800 3.88688
C -2.52804 -2.44742 4.35119
O -2.55182 -2.13085 5.50234
C -1.76742 -1.59646 3.36922
C -1.01929 -0.46687 3.72437
Cl -0.74973 0.24550 5.21716
N -0.45060 0.04144 2.61061
N -0.80736 -0.68817 1.53552
C -1.59043 -1.67209 1.99426
C -2.03270 -2.62257 0.94292
O -2.71101 -3.58736 1.10841
O -1.54647 -2.24120 -0.26519
C 0.45090 1.15916 2.51986
C 1.79700 0.94184 2.76496
C 2.66428 2.02533 2.72618
C 2.17602 3.29679 2.45215
C 0.82174 3.49438 2.21377
C -0.05590 2.41976 2.24786
H -3.03101 -3.67303 2.92880
H 2.15122 -0.04948 3.01973
H 3.71409 1.88083 2.94483
H 2.85005 4.14342 2.45514
H 0.44167 4.49150 2.03453
H -1.11777 2.56487 2.10055
C 0.57386 -1.63372 -3.23601
N -0.62999 -0.98713 -2.66367
C -1.82343 -1.78728 -3.07329
C -0.77631 0.39418 -3.21563
C -1.74961 1.13599 -2.34756
C -2.61519 2.11333 -2.81068
C -3.50611 2.71650 -1.92869
C -3.55068 2.33671 -0.59383
C -2.68648 1.35912 -0.11726
C -1.78761 0.76634 -1.00016
H 0.45997 -1.73503 -4.31722
H 0.69545 -2.62560 -2.80270
H 1.45551 -1.02850 -3.03154
H -1.87018 -1.81619 -4.16306
H -2.72769 -1.32885 -2.68070
H -1.73538 -2.79614 -2.68193
H -1.09621 0.34100 -4.25903
H 0.20754 0.86872 -3.19534
H -2.61466 2.39325 -3.85709
H -4.18659 3.47426 -2.29309
H -4.26847 2.79232 0.07513
H -2.74007 1.05918 0.92174
C 4.51865 -2.48930 -1.15550
C 3.53123 -2.13163 -0.04132
C 2.79802 -0.86245 -0.31296
N 1.51774 -0.73376 -0.38146
N 1.07089 0.52585 -0.65244
C 2.03966 1.39766 -0.80156
N 1.84572 2.68000 -1.09659
S 3.59743 0.65352 -0.61678
H 5.00704 -3.43244 -0.92128
H 5.29759 -1.73319 -1.26071
H 4.01242 -2.59875 -2.11457
H 4.06056 -2.02724 0.90913
H 2.78274 -2.91364 0.09159
H 0.90914 3.05343 -1.07428
H 2.61170 3.33016 -1.15145
```

Computed properties:
HOMO (spin up / spin down)   -15.27 / -15.27 eV
Charge   +2
Calculated total energy   -91456.5589 eV
<S²>   0.768
Orbital gap (spin up / spin down)   7.22 / 7.78 eV
Molecular weight   579.97 g/mol
Spin multiplicity   2
Max |F|   0.243 eV/Å
E_LUMO (spin up / spin down)   -8.1 / -7.5 eV
Relative energy (zero: lowest compared OMol25 entry of this formula, charge and spin)   1.45 kJ/mol

natural (NBO) population analysis, charges in e, atoms 1 to 8:
1 V 1.564
2 O -0.638
3 C 0.776
4 O -0.514
5 C -0.222
6 C 0.210
7 Cl 0.203
8 N -0.183


Which formula does entry 3 have?
C24H25Cl2MoN4O2S2